No. 1
{
  "formula": "C4H12",
  "method": "the ωB97M-V functional and the def2-TZVPD basis",
  "orbital_gap_ev": [2.74, 12.36],
  "multiplicity": 2,
  "homo_ev": [1.5, -7.9],
  "total_charge": -1,
  "symbols": ["C", "C", "H", "H", "H", "H", "H", "H", "C", "C", "H", "H", "H", "H", "H", "H"],
  "coordinates": [[0.4053, 1.3456, -1.7523], [-0.7003, 1.1368, -2.7564], [0.0754, 1.4972, -0.7174], [1.2114, 0.6190, -1.6487], [0.9510, 2.2886, -1.8515], [-0.3869, 0.7924, -3.7438], [-1.1853, 2.1105, -2.9357], [-1.4580, 0.4264, -2.4045], [0.4223, -0.9074, 1.6153], [-0.1178, -1.5660, 2.8869], [0.7914, 0.1102, 1.7801], [1.2936, -1.4192, 1.2088], [-0.3026, -0.8414, 0.7997], [-1.1746, -1.3085, 2.9869], [0.3472, -1.1111, 3.7674], [-0.0001, -2.6405, 2.9861]],
  "atomic_forces_ev_per_a": [[1.037, 0.799, 1.170], [-0.418, 0.299, -0.215], [-0.581, -0.442, -0.104], [-0.333, -0.526, -0.338], [-0.023, 0.142, -0.757], [0.317, -0.077, 0.087], [-0.126, -0.328, 0.130], [0.120, 0.133, 0.028], [0.353, -0.062, -0.236], [-0.188, 0.935, 0.261], [-0.286, 0.021, 0.184], [0.073, -0.266, -0.010], [-0.029, -0.106, 0.121], [-0.120, -0.219, 0.016], [0.173, -0.148, -0.011], [0.030, -0.156, -0.326]],
  "lowdin_spin": [0.17, 0.14, 0.04, 0.04, 0.02, 0.01, 0.01, 0.03, 0.24, 0.12, 0.04, 0.04, 0.04, 0.02, 0.01, 0.01]
}



No. 2
{
  "formula": "C4H12",
  "method": "the ωB97M-V functional and the def2-TZVPD basis",
  "orbital_gap_ev": [2.80, 11.73],
  "multiplicity": 2,
  "homo_ev": [1.5, -7.2],
  "total_charge": -1,
  "symbols": ["C", "C", "H", "H", "H", "H", "H", "H", "C", "C", "H", "H", "H", "H", "H", "H"],
  "coordinates": [[1.5906, 1.0830, -0.1197], [1.7332, 0.4294, -1.5938], [1.0594, 2.0064, -0.1798], [1.4380, 0.2161, 0.5176], [2.4212, 1.6175, 0.2947], [2.6751, 0.0748, -1.7158], [1.7066, 1.2893, -2.2262], [0.9804, -0.4568, -1.5588], [-1.8929, -1.4189, 0.4226], [-1.5014, -0.0822, 1.0714], [-0.9855, -1.9521, 0.0690], [-2.3346, -2.0147, 1.2495], [-2.7252, -1.5807, -0.0940], [-1.7867, -0.0843, 2.0939], [-1.9344, 0.8108, 0.7161], [-0.4438, 0.0626, 1.0534]],
  "atomic_forces_ev_per_a": [[1.523, -0.964, -1.742], [-2.707, 0.666, 3.430], [-2.316, -0.144, 0.294], [-0.916, 0.650, 0.580], [1.804, -0.472, -0.140], [2.893, -1.555, -0.251], [-0.974, 0.100, -1.283], [0.955, 1.811, -0.990], [3.056, -0.609, 3.780], [-0.126, -0.784, -0.250], [-0.844, 0.236, -0.118], [1.020, -0.293, 0.370], [-3.040, 0.548, -3.640], [-0.216, -0.163, 1.185], [-0.576, 0.980, -1.097], [0.464, -0.006, -0.125]],
  "lowdin_spin": [0.18, 0.23, 0.03, 0.04, 0.03, 0.03, 0.03, 0.04, 0.19, 0.08, 0.05, 0.02, 0.02, 0.01, 0.02, 0.01]
}



No. 3
{
  "formula": "C4H12",
  "method": "the ωB97M-V functional and the def2-TZVPD basis",
  "orbital_gap_ev": [2.61, 11.41],
  "multiplicity": 2,
  "homo_ev": [1.5, -7.1],
  "total_charge": -1,
  "symbols": ["C", "C", "H", "H", "H", "H", "H", "H", "C", "C", "H", "H", "H", "H", "H", "H"],
  "coordinates": [[1.5477, 0.3450, 0.7215], [1.9181, 1.6491, 1.6214], [2.1449, 0.3423, -0.1508], [1.9969, -0.3860, 1.1809], [0.4331, 0.1628, 0.5559], [3.0017, 1.9179, 1.4578], [2.0323, 1.5877, 2.7414], [1.1985, 2.4855, 1.4144], [-2.1158, -1.1245, -0.5308], [-1.5818, -0.8382, -1.9337], [-1.3931, -1.7215, 0.0518], [-2.2847, -0.2499, -0.0764], [-2.9654, -1.7669, -0.6197], [-1.9170, 0.2080, -2.0838], [-1.6740, -1.7029, -2.5526], [-0.3413, -0.9083, -1.7972]],
  "atomic_forces_ev_per_a": [[-2.657, 4.811, 0.234], [0.372, -0.053, -0.192], [-0.018, 0.686, -1.626], [1.732, -4.623, 3.017], [1.772, 0.348, 0.136], [-1.108, 0.173, -0.727], [-1.055, -0.789, -0.884], [0.997, -0.534, 0.033], [1.577, -3.999, -1.542], [4.044, 0.437, 2.282], [-0.184, 0.320, -0.007], [-0.925, 3.082, 2.106], [-1.055, -0.024, 0.257], [0.362, -0.878, -1.435], [-0.982, 0.075, -1.156], [-2.872, 0.967, -0.498]],
  "lowdin_spin": [0.15, 0.12, 0.02, 0.03, 0.02, 0.01, 0.01, 0.02, 0.25, 0.17, 0.04, 0.05, 0.03, 0.03, 0.02, 0.02]
}



No. 4
{
  "formula": "C4H12",
  "method": "the ωB97M-V functional and the def2-TZVPD basis",
  "orbital_gap_ev": [2.80, 11.48],
  "multiplicity": 2,
  "homo_ev": [1.6, -7.1],
  "total_charge": -1,
  "symbols": ["C", "C", "H", "H", "H", "H", "H", "H", "C", "C", "H", "H", "H", "H", "H", "H"],
  "coordinates": [[-0.0161, -1.5881, -0.0662], [-1.4744, -1.6471, -0.4206], [0.1355, -0.6631, 0.5831], [0.3950, -2.4244, 0.4657], [0.6684, -1.2377, -0.8168], [-1.8275, -0.8164, -1.0281], [-1.7018, -2.6562, -0.9241], [-2.1083, -1.7556, 0.4503], [0.0792, 1.7187, 0.6081], [1.4139, 1.4882, -0.1665], [-0.8518, 1.7922, 0.0384], [-0.0401, 0.9044, 1.2803], [0.0514, 2.5884, 1.2654], [1.7207, 2.5645, -0.1638], [1.3621, 1.2255, -1.2327], [2.1019, 0.7756, 0.2888]],
  "atomic_forces_ev_per_a": [[0.496, 2.968, 1.462], [-0.543, -2.605, -0.869], [-0.432, -1.644, -0.247], [0.020, -0.574, 0.131], [0.123, -0.618, -1.138], [0.131, 0.006, -0.039], [0.259, 1.454, 0.032], [-0.066, 0.482, 0.515], [-0.005, -0.486, -0.040], [-0.785, 2.307, -0.304], [0.296, -0.167, -0.412], [-0.521, -0.638, 0.734], [0.484, 0.253, -0.224], [1.077, -1.041, -0.224], [-0.544, -0.101, 0.293], [0.009, 0.403, 0.330]],
  "lowdin_spin": [0.09, 0.11, 0.01, 0.01, 0.01, 0.03, 0.01, 0.02, 0.29, 0.17, 0.06, 0.03, 0.06, 0.04, 0.03, 0.02]
}



No. 5
{
  "formula": "C4H12",
  "method": "the ωB97M-V functional and the def2-TZVPD basis",
  "orbital_gap_ev": 12.64,
  "homo_ev": -11.5,
  "smiles": "CC.CC",
  "symbols": ["C", "C", "H", "H", "H", "H", "H", "H", "C", "C", "H", "H", "H", "H", "H", "H"],
  "coordinates": [[0.8672, 1.6070, 0.0188], [1.2609, 1.8770, -1.3984], [1.3491, 0.7077, 0.4260], [1.1347, 2.4369, 0.6747], [-0.1700, 1.3395, 0.2404], [1.0934, 1.0169, -2.0438], [2.2692, 2.2800, -1.4244], [0.6370, 2.6539, -1.8533], [-1.3330, -2.0153, 0.0321], [-0.7902, -1.4767, 1.3477], [-0.6273, -1.9636, -0.7966], [-1.8018, -2.9972, 0.0081], [-2.1651, -1.3721, -0.2967], [-1.3638, -1.7625, 2.2064], [-0.7163, -0.3962, 1.3250], [0.1924, -1.9321, 1.5055]],
  "atomic_forces_ev_per_a": [[-0.100, -0.819, 1.451], [-0.811, 0.578, -0.632], [0.472, 0.274, -0.172], [-0.051, -0.004, 0.009], [-0.223, 0.538, -0.645], [0.520, -0.164, 0.005], [0.251, -0.416, -0.279], [-0.026, 0.083, 0.206], [-1.303, 0.898, -0.779], [0.783, -0.923, -0.468], [0.273, -0.067, 0.191], [0.432, -0.290, 0.511], [0.145, -0.012, 0.048], [-0.625, -0.112, 0.368], [0.165, 0.045, 0.034], [0.100, 0.391, 0.153]],
  "mulliken_charge": [-0.72, -0.86, 0.24, 0.33, 0.23, 0.28, 0.26, 0.27, -0.89, -0.65, 0.26, 0.34, 0.26, 0.35, 0.08, 0.22]
}



No. 6
{
  "formula": "C4H12",
  "method": "the ωB97M-V functional and the def2-TZVPD basis",
  "orbital_gap_ev": 12.59,
  "homo_ev": -11.5,
  "smiles": "CC.CC",
  "symbols": ["C", "C", "H", "H", "H", "H", "H", "H", "C", "C", "H", "H", "H", "H", "H", "H"],
  "coordinates": [[0.0427, -1.9157, 0.9017], [1.3600, -2.1833, 1.5853], [-0.5600, -2.8212, 0.7961], [-0.6255, -1.2354, 1.4416], [0.1251, -1.5246, -0.1174], [1.9339, -2.9085, 1.0153], [1.1751, -2.4342, 2.6401], [1.9387, -1.2731, 1.7500], [-1.4008, 2.0151, -0.9442], [0.0304, 2.0591, -1.5048], [-2.0058, 2.4797, -1.7292], [-1.8098, 1.0495, -0.6573], [-1.5088, 2.7215, -0.1196], [0.1371, 1.4537, -2.4040], [0.1121, 3.0980, -1.8340], [0.8219, 1.5917, -0.9032]],
  "atomic_forces_ev_per_a": [[-1.092, 0.092, -0.469], [-0.225, 0.779, 0.857], [0.201, -0.187, 0.062], [0.369, 0.111, 0.085], [0.271, 0.066, 0.130], [0.200, -0.142, 0.414], [0.092, -0.832, -0.415], [0.181, 0.132, -0.674], [0.196, 0.633, -0.364], [-0.531, -0.764, -0.346], [-0.347, -0.447, 0.059], [0.128, -0.066, -0.080], [0.146, -0.254, 0.280], [-0.481, 0.013, -0.359], [1.065, -0.138, 0.365], [-0.173, 1.004, 0.456]],
  "mulliken_charge": [-0.83, -0.82, 0.32, 0.27, 0.24, 0.27, 0.26, 0.27, -0.81, -0.84, 0.27, 0.28, 0.26, 0.26, 0.30, 0.27]
}



No. 7
{
  "formula": "C4H12",
  "method": "the ωB97M-V functional and the def2-TZVPD basis",
  "orbital_gap_ev": 12.76,
  "homo_ev": -11.6,
  "smiles": "CC.CC",
  "symbols": ["C", "C", "H", "H", "H", "H", "H", "H", "C", "C", "H", "H", "H", "H", "H", "H"],
  "coordinates": [[0.7986, -1.5866, 1.5184], [-0.6477, -1.2309, 1.8715], [1.1343, -2.5040, 1.9369], [1.0264, -1.4894, 0.4623], [1.4538, -0.8711, 2.0336], [-1.2533, -1.0037, 0.9952], [-1.1381, -2.0415, 2.4145], [-0.7452, -0.3680, 2.5306], [-0.0796, 2.1465, -1.8859], [-0.0935, 0.6717, -1.5359], [-0.0469, 2.2549, -2.9753], [-1.0063, 2.6217, -1.5715], [0.8047, 2.6561, -1.5150], [0.2563, 0.4591, -0.5209], [0.6126, 0.0704, -2.1175], [-1.0762, 0.2147, -1.6411]],
  "atomic_forces_ev_per_a": [[0.270, 1.718, 0.650], [-0.448, -0.266, 0.148], [-0.022, -1.134, -0.091], [-0.041, -0.337, -0.100], [-0.003, 0.082, -0.291], [0.016, -0.113, -0.065], [-0.034, -0.068, -0.180], [0.268, 0.091, -0.057], [-0.111, -0.269, -0.839], [0.609, -0.786, 0.491], [-0.056, 0.050, 0.065], [0.190, 0.247, 0.292], [-0.094, 0.130, 0.274], [-0.352, 0.354, 0.150], [-0.146, 0.242, -0.366], [-0.044, 0.060, -0.081]],
  "mulliken_charge": [-0.81, -0.79, 0.33, 0.23, 0.26, 0.23, 0.32, 0.26, -0.89, -0.63, 0.26, 0.27, 0.29, 0.05, 0.31, 0.31]
}



No. 8
{
  "formula": "C4H12",
  "method": "the ωB97M-V functional and the def2-TZVPD basis",
  "orbital_gap_ev": 12.98,
  "homo_ev": -11.9,
  "smiles": "CC.CC",
  "symbols": ["C", "C", "H", "H", "H", "H", "H", "H", "C", "C", "H", "H", "H", "H", "H", "H"],
  "coordinates": [[-1.5509, -1.6626, -2.5905], [-0.3593, -1.2917, -1.7181], [-1.6143, -1.0443, -3.5016], [-2.5042, -1.5796, -2.0419], [-1.4071, -2.7148, -2.8886], [-0.3879, -0.2557, -1.3406], [0.5497, -1.4182, -2.3299], [-0.3022, -1.9785, -0.8569], [0.5416, 1.4775, 1.4865], [1.3509, 1.5569, 2.8289], [-0.4406, 1.0182, 1.6890], [1.1034, 0.8196, 0.8024], [0.3800, 2.4480, 0.9878], [1.6410, 0.5170, 3.0546], [0.7345, 1.9385, 3.6602], [2.2652, 2.1699, 2.7587]],
  "atomic_forces_ev_per_a": [[-0.218, -0.204, -0.022], [0.291, 0.060, -0.014], [0.017, -0.241, 0.368], [0.329, -0.050, -0.265], [-0.341, 0.380, -0.074], [-0.028, -0.402, -0.166], [-0.143, 0.128, 0.452], [0.095, 0.336, -0.271], [0.456, -0.023, 0.563], [-0.448, -0.226, -0.562], [0.372, 0.160, -0.208], [-0.368, 0.311, 0.079], [0.100, -0.345, 0.325], [0.020, 0.490, 0.229], [0.270, -0.116, -0.351], [-0.403, -0.259, -0.082]],
  "mulliken_charge": [-0.86, -0.69, 0.28, 0.29, 0.26, 0.19, 0.27, 0.27, -0.71, -0.86, 0.27, 0.19, 0.30, 0.27, 0.27, 0.27]
}



ΔE to the lowest compared entry with this formula, charge and spin / eV: 0.306; 2.102; 1.992; 0.966; 0.283; 0.414; 0.274; 0.139